Formula: C64H164N12O20
Source: OMol25
Level of theory: ωB97M-V/def2-TZVPD

Last column: Löwdin spin population.
Cartesian coordinates (Å):
C1 -0.6513 -6.8531 22.4956  0.012
O1 -1.0939 -8.0089 23.2187  0.007
C2 -2.1816 -7.6333 24.0901  0.009
C3 -2.0374 -8.5144 25.3509  0.002
N1 -0.9880 -7.9622 26.3531  0.000
C4 0.3701 -8.1271 25.7958  0.003
C5 1.3245 -7.9918 26.9026  0.005
O2 1.6374 -9.2806 27.4523  0.004
C6 2.9378 -9.4455 27.9797  0.028
H1 -0.1916 -6.0839 23.1162  0.001
H2 -1.5477 -6.3933 22.0797  0.004
H3 0.0909 -7.1927 21.7731  0.002
H4 -3.0460 -7.8450 23.4608  0.006
H5 -2.1518 -6.5747 24.3480  0.002
H6 -1.8706 -9.5587 25.0869  0.001
H7 -2.9707 -8.3508 25.8897  0.001
H8 -1.0022 -8.4258 27.2503  0.000
H9 0.4904 -7.3796 25.0117  0.001
H10 0.5981 -9.0324 25.2332  0.001
H11 1.0634 -7.3427 27.7384  0.001
H12 2.2071 -7.6067 26.3920  0.003
H13 3.0498 -9.1731 29.0291  0.006
H14 3.7428 -8.9733 27.4167  0.003
H15 3.1902 -10.5039 27.9148  0.006
C7 0.3837 -2.1931 25.0337  0.008
O3 -0.6596 -3.0692 24.7748  0.003
C8 -0.5456 -4.2608 25.5358  0.004
C9 -1.2019 -4.2129 26.9790  0.002
N2 -1.0047 -5.4757 27.5771  0.000
C10 -1.6904 -5.6711 28.7540  0.001
C11 -1.0968 -4.8486 29.9843  0.003
O4 -1.8412 -3.6161 30.3058  0.002
C12 -0.9248 -2.6324 30.8432  0.009
H16 0.0285 -1.6866 25.9311  0.001
H17 0.3885 -1.5352 24.1646  0.001
H18 1.2980 -2.7862 25.0176  0.002
H19 0.4196 -4.7653 25.4918  0.001
H20 -1.2407 -4.9057 24.9982  0.001
H21 -2.1866 -3.7946 27.1876  0.001
H22 -0.6323 -3.4903 27.5633  0.000
H23 -1.1947 -6.1901 26.8889  0.000
H24 -1.7142 -6.7291 29.0153  0.000
H25 -2.7642 -5.4852 28.7309  0.000
H26 -0.1022 -4.5728 29.6338  0.002
H27 -0.9994 -5.5874 30.7798  0.001
H28 -0.6728 -2.0388 29.9644  0.001
H29 -0.1057 -3.0753 31.4098  0.003
H30 -1.4470 -2.0510 31.6030  0.001
C13 -1.1649 -14.3089 24.8156  0.020
O5 -0.7431 -13.3432 25.6607  0.004
C14 -1.6773 -12.3789 26.0190  0.009
C15 -1.3284 -11.6510 27.3602  0.003
N3 -2.5813 -10.9846 27.9526  0.003
C16 -2.4506 -9.9414 29.0091  0.002
C17 -1.2398 -10.2363 29.9414  0.001
O6 -1.0007 -9.0198 30.7380  0.001
C18 0.2441 -8.9642 31.2964  0.019
H31 -1.2165 -13.9637 23.7830  0.003
H32 -2.1606 -14.6672 25.0771  0.005
H33 -0.5468 -15.2052 24.8683  0.003
H34 -2.6339 -12.8811 26.1631  0.005
H35 -1.9104 -11.6822 25.2138  0.002
H36 -0.7040 -10.8265 27.0159  0.000
H37 -0.7003 -12.3245 27.9433  0.001
H38 -3.1984 -11.7714 28.0952  0.007
H39 -3.3800 -9.8260 29.5668  0.001
H40 -2.2426 -8.9808 28.5380  0.000
H41 -0.3630 -10.4245 29.3218  0.001
H42 -1.3898 -11.0980 30.5918  0.000
H43 0.3973 -7.9438 31.6476  0.004
H44 1.0314 -9.1766 30.5730  0.002
H45 0.3684 -9.6385 32.1437  0.005
C19 -11.8907 -1.9444 20.2034  0.010
O7 -11.2351 -3.0090 20.9286  0.004
C20 -10.3418 -2.5073 21.9961  0.007
C21 -9.5388 -3.5867 22.7370  0.004
N4 -8.6146 -2.9890 23.7002  0.001
C22 -8.2863 -3.9922 24.7697  0.003
C23 -7.7214 -3.2828 26.0924  0.003
O8 -6.8611 -4.1270 26.8529  0.003
C24 -7.4723 -5.1872 27.4941  0.001
H46 -11.2631 -1.1049 19.9044  0.001
H47 -12.7593 -1.7281 20.8254  0.003
H48 -12.4027 -2.3964 19.3539  0.002
H49 -11.0442 -2.0680 22.7044  0.002
H50 -9.7155 -1.6598 21.7178  0.001
H51 -8.9270 -4.0695 21.9750  0.002
H52 -10.2586 -4.3715 22.9694  0.000
H53 -8.9218 -2.1804 24.2217  0.001
H54 -7.4950 -4.6347 24.3833  0.002
H55 -9.1860 -4.5451 25.0397  0.000
H56 -8.5551 -2.9960 26.7333  0.000
H57 -7.1844 -2.3831 25.7917  0.001
H58 -7.8721 -5.9491 26.8251  0.000
H59 -8.2054 -4.9005 28.2480  0.000
H60 -6.6784 -5.7872 27.9388  0.001
C25 -1.7075 -11.6225 33.4668  0.007
O9 -1.8728 -12.5664 32.4399  0.002
C26 -0.8268 -13.5949 32.3015  0.021
C27 -1.0004 -14.4560 30.9914  0.010
N5 -0.4620 -15.8122 31.2545  0.002
C28 -0.4211 -16.6901 30.0967  0.014
C29 -1.5864 -16.8576 29.1429  0.007
O10 -2.6001 -17.5619 29.7558  0.006
C30 -3.0876 -16.8971 30.9035  0.019
H61 -2.4370 -10.8153 33.5324  0.000
H62 -0.6732 -11.2839 33.5274  0.003
H63 -1.7919 -12.0652 34.4593  0.004
H64 -0.9300 -14.2884 33.1361  0.004
H65 0.1456 -13.1134 32.4040  0.010
H66 -0.2607 -13.9640 30.3599  0.004
H67 -1.9287 -14.2555 30.4564  0.002
H68 0.0664 -16.1133 32.0609  0.005
H69 -0.0841 -17.6715 30.4306  0.002
H70 0.4352 -16.4449 29.4684  0.005
H71 -1.2947 -17.5407 28.3452  0.003
H72 -1.8473 -15.8500 28.8190  0.002
H73 -4.0121 -17.4232 31.1414  0.004
H74 -3.4270 -15.8777 30.7196  0.006
H75 -2.5294 -17.0711 31.8234  0.004
C31 -4.9737 -14.2196 34.6623  0.017
O11 -5.4651 -12.9186 34.9692  0.004
C32 -5.3308 -11.8416 34.0228  0.008
C33 -5.8782 -10.4391 34.4271  0.006
N6 -5.0921 -9.9578 35.4958  0.001
C34 -5.9989 -9.2797 36.4777  0.008
C35 -5.1833 -8.3935 37.5413  0.007
O12 -4.3209 -9.0501 38.4646  0.000
C36 -4.9991 -9.2462 39.7513  0.005
H76 -5.1173 -14.5716 33.6408  0.004
H77 -5.1689 -14.9146 35.4789  0.003
H78 -3.8895 -14.2558 34.5557  0.003
H79 -5.6795 -12.0954 33.0217  0.007
H80 -4.2943 -11.7666 33.6941  0.000
H81 -6.9492 -10.4835 34.6248  0.004
H82 -5.7785 -9.7836 33.5620  0.000
H83 -4.5413 -10.7715 35.7292  0.001
H84 -6.6837 -9.9559 36.9895  0.001
H85 -6.5992 -8.5505 35.9336  0.005
H86 -5.9632 -7.7963 38.0136  0.002
H87 -4.5228 -7.7679 36.9408  0.002
H88 -4.2792 -9.4889 40.5329  0.001
H89 -5.6146 -10.1398 39.6481  0.001
H90 -5.5370 -8.3176 39.9425  0.001
C37 -3.7628 -8.2723 31.7581  0.002
O13 -5.0583 -8.5980 31.2217  0.001
C38 -5.7294 -7.5867 30.4584  0.002
C39 -7.2246 -7.9371 30.2903  0.004
N7 -7.4019 -8.9443 29.3167  0.001
C40 -7.8320 -8.5419 27.9628  0.001
C41 -7.8286 -9.7433 27.0541  0.008
O14 -6.5380 -10.2648 27.1208  0.023
C42 -5.7992 -9.6798 26.0202  0.012
H91 -3.2262 -9.1746 32.0516  0.000
H92 -3.8483 -7.5947 32.6076  0.002
H93 -3.1758 -7.7123 31.0301  0.000
H94 -5.2174 -7.4057 29.5133  0.000
H95 -5.9271 -6.6794 31.0293  0.001
H96 -7.7926 -7.0166 30.1557  0.000
H97 -7.4967 -8.3829 31.2471  0.004
H98 -6.6052 -9.4916 29.0234  0.001
H99 -7.1849 -7.7632 27.5590  0.001
H100 -8.8577 -8.1987 28.0978  0.000
H101 -8.2204 -9.4682 26.0749  0.001
H102 -8.4276 -10.6000 27.3628  0.005
H103 -6.3919 -9.5220 25.1192  0.002
H104 -5.0063 -10.3718 25.7367  0.003
H105 -5.3532 -8.7073 26.2286  0.002
C43 -11.4084 -9.9838 28.9875  0.036
O15 -11.5538 -8.7508 28.1378  0.003
C44 -11.7258 -9.1491 26.7769  0.004
C45 -13.1695 -9.5688 26.4413  0.019
N8 -14.1666 -8.5491 26.4087  0.001
C46 -14.5911 -8.0845 27.7573  0.006
C47 -15.7567 -7.1016 27.6679  0.008
O16 -15.4760 -6.2026 26.6239  0.002
C48 -16.4258 -5.1189 26.3470  0.017
H106 -12.2656 -10.6521 28.9067  0.007
H107 -11.1178 -9.7133 30.0027  0.009
H108 -10.6512 -10.6052 28.5095  0.006
H109 -10.9776 -9.9178 26.5831  0.005
H110 -11.4449 -8.3521 26.0885  0.000
H111 -13.4385 -10.4302 27.0525  0.006
H112 -13.1390 -10.0130 25.4464  0.008
H113 -13.7765 -7.6924 26.0427  0.000
H114 -13.7545 -7.5703 28.2305  0.001
H115 -14.9395 -8.8346 28.4673  0.004
H116 -15.9498 -6.4335 28.5072  0.003
H117 -16.6678 -7.6701 27.4811  0.002
H118 -17.4618 -5.4278 26.2081  0.002
H119 -16.1252 -4.4930 25.5068  0.005
H120 -16.3376 -4.5379 27.2651  0.003
C49 -11.7888 -4.0515 30.1391  0.010
C50 -11.6303 -5.1180 29.0405  0.002
C51 -11.0803 -4.5035 27.7367  0.001
O17 -12.0309 -3.7440 27.1141  0.005
C52 -12.7707 -4.2806 25.9919  0.004
N9 -10.6695 -6.0431 29.5694  0.001
H121 -11.3035 -4.2795 31.0880  0.002
H122 -12.8521 -3.8808 30.3075  0.003
H123 -11.4754 -3.0490 29.8475  0.001
H124 -12.5965 -5.5488 28.7774  0.001
H125 -10.7694 -5.3766 27.1629  0.000
H126 -10.2400 -3.9013 28.0821  0.000
H127 -13.4931 -3.5259 25.6810  0.004
H128 -13.2142 -5.1472 26.4823  0.000
H129 -12.1148 -4.5372 25.1600  0.001
H130 -10.3911 -6.7906 28.9499  0.000
H131 -11.1608 -6.5584 30.2857  0.006
C53 -0.9876 -9.9432 39.2273  0.004
C54 -0.3731 -9.1300 38.2100  0.004
C55 -1.2973 -8.6621 37.0418  0.003
O18 -0.5709 -7.9340 36.0438  0.007
C56 -1.4028 -7.8829 34.9222  0.008
N10 0.0954 -7.9732 38.9092  0.001
H132 -2.0232 -9.7424 39.5017  0.000
H133 -0.4692 -9.9564 40.1861  0.000
H134 -0.9376 -10.9690 38.8621  0.003
H135 0.5280 -9.6421 37.8726  0.003
H136 -2.1295 -8.0790 37.4360  0.000
H137 -1.6848 -9.5846 36.6093  0.001
H138 -1.4013 -8.8637 34.4466  0.000
H139 -1.0546 -7.2895 34.0768  0.002
H140 -2.3297 -7.3267 35.0623  0.003
H141 -0.5330 -7.2065 38.7160  0.001
H142 0.9702 -7.8170 38.4291  0.001
C57 -8.2050 -7.0818 22.9616  0.012
C58 -9.1998 -8.3452 23.1607  0.004
C59 -10.5898 -8.2437 22.4961  0.014
O19 -11.2688 -7.1837 23.1833  0.004
C60 -12.4577 -6.6050 22.6252  0.011
N11 -8.5127 -9.5955 22.7705  0.009
H143 -8.0819 -6.9929 21.8822  0.005
H144 -7.2359 -7.0264 23.4574  0.004
H145 -8.8585 -6.2971 23.3427  0.000
H146 -9.3730 -8.5052 24.2249  0.001
H147 -11.1570 -9.1518 22.2922  0.008
H148 -10.4082 -7.7731 21.5298  0.004
H149 -13.0331 -6.0143 23.3378  0.003
H150 -13.1651 -7.2531 22.1078  0.005
H151 -12.0973 -5.8898 21.8858  0.001
H152 -9.2271 -10.3047 22.8529  0.011
H153 -8.2528 -9.3581 21.8239  0.005
C61 -4.5778 -1.4280 30.8458  0.003
C62 -5.3523 -2.6815 30.3727  0.001
C63 -6.7203 -2.7991 31.1045  0.003
O20 -7.3228 -4.0457 30.8527  0.002
C64 -8.3383 -4.4798 31.7297  0.011
N12 -5.5654 -2.5083 28.8896  0.000
H154 -4.7331 -1.3818 31.9237  0.001
H155 -4.8959 -0.4424 30.5060  0.000
H156 -3.5010 -1.5294 30.7106  0.000
H157 -4.8696 -3.6542 30.4674  0.000
H158 -7.4359 -2.0374 30.7948  0.001
H159 -6.5710 -2.7190 32.1812  0.001
H160 -8.9349 -3.6883 32.1832  0.002
H161 -7.8782 -5.1586 32.4478  0.005
H162 -9.0787 -5.1780 31.3394  0.001
H163 -6.4860 -2.8216 28.6167  0.000
H164 -5.0069 -3.1900 28.3962  0.000

Orbital gap (spin up / spin down) (eV): 1.020 / 8.274
Total charge: -1
Multiplicity: 2
Energy relative to the best compared isomer or geometry (same formula, charge and spin) (kJ/mol): 76.2